(1)
Here is a 3-piece molecular cluster, C32H52BCl2FI2N2O7 overall from the OMol25 dataset. Energies are from ωB97M-V with the def2-TZVPD basis set.

XYZ file:
```
99
C32H52BCl2FI2N2O7 | the OMol25 dataset | ωB97M-V with the def2-TZVPD basis set
C 4.750 2.018 3.847
C 3.368 1.473 4.295
C 2.378 1.212 3.127
C 2.305 -0.260 2.663
C 3.716 -0.872 2.759
O 3.794 -2.082 2.019
C 4.591 -3.063 2.646
C 4.824 -4.192 1.640
O 1.830 -0.587 1.390
C 0.595 -0.109 0.813
B 1.076 1.116 -0.168
O 2.411 1.453 -0.198
C 0.157 1.944 -1.152
C 0.500 3.472 -1.054
C 0.119 -1.374 -0.014
I 0.618 -3.196 1.121
C 0.706 -1.649 -1.410
C 0.049 -0.876 -2.585
I 2.838 -1.798 -1.606
C -0.460 0.369 1.858
C -0.562 1.908 1.935
C -1.345 2.368 3.157
F -1.378 3.764 3.109
N -1.819 -0.202 1.761
C -2.368 -0.763 2.930
C -3.575 -0.388 3.461
C -4.107 -0.954 4.585
N -3.480 -1.909 5.266
C -2.303 -2.251 4.764
C -1.713 -1.755 3.636
C -2.664 0.141 0.676
Cl -3.686 1.648 0.780
C -3.580 -1.084 0.288
C -5.086 -0.913 0.460
Cl -3.333 -1.379 -1.489
H 5.022 2.936 4.355
H 5.500 1.258 4.071
H 4.758 2.113 2.762
H 3.437 0.628 4.977
H 2.905 2.276 4.872
H 1.407 1.452 3.559
H 2.634 1.922 2.345
H 1.730 -0.792 3.442
H 4.449 -0.188 2.320
H 3.961 -1.107 3.793
H 5.548 -2.624 2.954
H 4.104 -3.482 3.537
H 5.875 -4.467 1.574
H 4.485 -3.866 0.658
H 4.242 -5.080 1.885
H 2.561 2.338 0.153
H -0.919 1.875 -0.991
H 0.442 1.662 -2.165
H -0.310 4.027 -1.514
H 0.462 3.746 0.005
H 1.458 3.708 -1.503
H -0.957 -1.477 -0.102
H 0.403 -2.671 -1.614
H -0.795 -0.282 -2.247
H 0.798 -0.210 -3.006
H -0.240 -1.571 -3.368
H -0.160 0.111 2.873
H -1.044 2.355 1.068
H 0.408 2.392 2.062
H -2.379 2.043 3.153
H -0.801 2.113 4.069
H -4.145 0.404 2.996
H -5.059 -0.610 4.970
H -1.754 -3.013 5.313
H -0.742 -2.120 3.341
H -2.039 0.278 -0.198
H -3.235 -1.993 0.771
H -5.530 -1.903 0.332
H -5.385 -0.566 1.442
H -5.479 -0.310 -0.352
O -0.447 -4.473 -5.000
C -1.622 -4.682 -4.957
O -2.250 -5.558 -5.781
C -3.670 -5.509 -5.562
C -3.840 -4.943 -4.160
C -2.634 -4.016 -4.046
H -4.115 -4.867 -6.326
H -4.082 -6.510 -5.662
H -4.797 -4.449 -4.008
H -3.756 -5.745 -3.425
H -2.848 -3.017 -4.430
H -2.257 -3.955 -3.028
O 0.719 6.822 -2.919
C 0.793 6.104 -3.871
O 0.242 4.864 -3.905
C 0.591 4.204 -5.134
C 0.937 5.322 -6.105
C 1.519 6.382 -5.174
H 1.439 3.542 -4.942
H -0.253 3.606 -5.470
H 1.613 5.008 -6.898
H 0.027 5.703 -6.571
H 2.590 6.243 -5.013
H 1.319 7.392 -5.518
```

Calculated values
**HOMO-LUMO gap**: 0.3268 hartree
**E_HOMO**: -8.587 eV
**SMILES string**: CCC[C@H](COCC)O[C@@](B(O)CC)([C@H](I)[C@@H](C)I)[C@@H](CCF)N(c1ccncc1)[C@H](Cl)[C@@H](C)Cl.O=C1CCCO1.O=C1CCCO1

(2)
Here is C32H52ClCrP as an isolated structure from the OMol25 dataset. Energies are from ωB97M-V with the def2-TZVPD basis set.

XYZ file:
```
87
C32H52ClCrP | the OMol25 dataset | ωB97M-V with the def2-TZVPD basis set
Cr -1.870 2.551 1.687
Cl -2.457 4.591 1.052
P 0.216 -0.657 -0.419
C 1.859 0.385 -0.845
H 2.513 -0.375 -1.309
H 2.286 0.631 0.155
C -1.733 -0.581 0.099
C 0.922 -1.842 0.868
C -2.528 -1.813 -0.360
H -1.590 -0.594 1.195
C -3.954 -1.850 0.211
H -2.609 -1.809 -1.461
H -2.035 -2.748 -0.070
C -4.727 -0.559 -0.072
H -4.489 -2.700 -0.232
H -3.932 -2.028 1.296
C -3.931 0.711 0.295
H -5.003 -0.518 -1.135
H -5.675 -0.578 0.474
C -2.510 0.676 -0.280
H -4.459 1.591 -0.099
H -3.901 0.827 1.394
H -2.608 0.708 -1.372
H -1.934 1.602 -0.004
C 0.197 -1.516 -2.049
C 2.244 -2.452 0.385
H 1.132 -1.159 1.715
C 2.962 -3.187 1.518
H 2.047 -3.145 -0.448
H 2.927 -1.685 0.015
C 2.099 -4.290 2.128
H 3.904 -3.596 1.134
H 3.220 -2.452 2.293
C 0.694 -3.798 2.503
H 2.019 -5.120 1.412
H 2.600 -4.685 3.019
C 0.006 -2.955 1.416
H 0.060 -4.662 2.739
H 0.761 -3.196 3.419
H -0.297 -3.627 0.598
H -0.916 -2.541 1.847
C -0.663 -0.759 -3.066
H 1.235 -1.435 -2.404
C -0.277 -1.238 -4.470
H -1.734 -0.941 -2.882
H -0.508 0.327 -2.994
C -0.310 -2.773 -4.606
H -0.949 -0.778 -5.206
H 0.739 -0.874 -4.692
C 0.353 -3.524 -3.438
H -1.359 -3.095 -4.681
H 0.183 -3.058 -5.544
C -0.133 -3.005 -2.081
H 0.160 -4.601 -3.515
H 1.444 -3.386 -3.490
H -1.213 -3.176 -1.981
H 0.360 -3.549 -1.267
C 0.321 2.244 -1.494
C 1.679 1.603 -1.707
H -0.507 1.576 -1.274
C 2.892 2.638 -1.613
H 1.724 1.288 -2.779
C 2.505 4.032 -1.099
H 3.721 2.240 -1.003
H 3.321 2.776 -2.625
C 1.234 4.594 -1.749
H 2.407 3.996 -0.004
H 3.329 4.726 -1.317
C 0.036 3.628 -1.829
H 0.939 5.501 -1.220
H 1.481 4.924 -2.762
H -0.780 4.017 -1.189
H -0.385 3.660 -2.854
C -0.396 1.335 2.641
C 0.178 2.362 3.542
C -0.703 3.053 4.401
C -0.180 3.959 5.317
C 1.187 4.247 5.344
C 2.045 3.592 4.451
C 1.550 2.660 3.542
H -1.039 0.596 3.160
H 0.328 0.851 1.975
H -1.781 2.848 4.357
H -0.852 4.455 6.014
H 1.581 4.958 6.065
H 3.112 3.810 4.469
H 2.218 2.143 2.846
```

Calculated values
**HOMO-LUMO gap (spin up / spin down)**: 0.1435 / 0.1033 hartree
**E_HOMO (spin up / spin down)**: -1.628 / -0.524 eV
**⟨S²⟩**: 3.922
**Total charge**: -1
**2S+1**: 4

(3)
Here is C32H53FI2NO11P as an isolated structure from the OMol25 dataset. Energies are from ωB97M-V with the def2-TZVPD basis set.

XYZ file:
```
101
C32H53FI2NO11P | the OMol25 dataset | ωB97M-V with the def2-TZVPD basis set
C 5.950 -5.011 0.908
C 5.098 -4.304 1.929
O 4.797 -2.979 1.439
P 3.245 -2.656 1.252
O 2.564 -3.721 0.499
C 2.558 -2.400 2.897
C 1.200 -3.095 3.118
C 0.046 -2.112 2.859
C -1.265 -2.727 2.417
C -2.068 -2.133 1.417
C -1.604 -0.906 0.723
I -2.268 0.948 1.432
C -0.779 -1.033 -0.312
C -0.225 -2.346 -0.784
I -0.115 0.614 -1.444
C -3.321 -2.675 1.051
C -4.230 -2.007 0.035
C -3.856 -2.204 -1.443
C -3.773 -3.856 1.644
C -2.975 -4.457 2.602
C -1.766 -3.901 2.993
C -1.234 -4.790 4.075
O -0.575 -4.555 5.024
N -1.844 -6.103 3.830
F -1.165 -6.768 2.814
C -3.183 -5.716 3.377
O -4.172 -6.268 3.684
O 3.212 -1.228 0.559
C 4.278 -0.941 -0.380
C 4.101 0.454 -0.956
H 6.166 -6.027 1.226
H 6.892 -4.491 0.755
H 5.424 -5.020 -0.042
H 4.206 -4.878 2.164
H 5.666 -4.169 2.847
H 3.271 -2.856 3.584
H 2.523 -1.351 3.173
H 1.114 -3.996 2.520
H 1.190 -3.332 4.174
H -0.128 -1.456 3.710
H 0.364 -1.450 2.054
H 0.564 -2.697 -0.122
H -0.993 -3.114 -0.798
H 0.190 -2.251 -1.780
H -5.237 -2.356 0.238
H -4.211 -0.941 0.247
H -4.429 -3.024 -1.865
H -4.120 -1.302 -1.989
H -2.795 -2.342 -1.582
H -4.723 -4.293 1.379
H 4.200 -1.656 -1.196
H 5.253 -1.004 0.085
H 4.707 1.177 -0.417
H 4.471 0.452 -1.977
H 3.064 0.767 -0.959
C 0.092 4.189 1.287
O 0.380 4.012 2.657
C 1.670 3.471 2.884
C 2.246 3.957 4.195
O 2.717 5.295 4.173
C 1.759 6.342 4.130
C 1.007 6.557 5.425
O 0.021 5.557 5.619
C -0.201 5.258 6.978
H 0.003 3.220 0.783
H -0.857 4.717 1.214
H 0.863 4.793 0.795
H 2.351 3.746 2.070
H 1.584 2.376 2.917
H 3.133 3.353 4.401
H 1.544 3.795 5.015
H 1.071 6.219 3.292
H 2.343 7.246 3.942
H 0.503 7.532 5.381
H 1.720 6.565 6.257
H 0.731 4.965 7.476
H -0.892 4.418 7.023
H -0.643 6.110 7.507
C -3.665 3.365 -9.009
O -3.014 2.238 -8.470
C -1.617 2.234 -8.709
C -0.870 1.538 -7.594
O -0.750 2.295 -6.400
C -1.909 2.473 -5.599
C -2.348 1.235 -4.850
O -2.991 0.313 -5.715
C -2.786 -1.029 -5.334
H -3.651 3.346 -10.104
H -4.698 3.342 -8.668
H -3.203 4.295 -8.654
H -1.241 3.260 -8.805
H -1.428 1.699 -9.650
H 0.158 1.393 -7.936
H -1.290 0.550 -7.398
H -2.732 2.895 -6.178
H -1.621 3.218 -4.853
H -3.065 1.527 -4.070
H -1.477 0.774 -4.373
H -1.716 -1.260 -5.265
H -3.226 -1.661 -6.103
H -3.268 -1.250 -4.374
```

Calculated values
**HOMO-LUMO gap**: 0.3052 hartree
**E_HOMO**: -9.066 eV

Per-record energy, hartree: -3527.18698, -3096.33306, -3169.99303